Formula: C10H36MnN16O10
Source: the OMol25 dataset
Level of theory: wB97M-V/def2-TZVPD

Positions of all 73 atoms, in Å:
H (9.448, 11.943, -28.724)
H (6.331, 7.793, -29.268)
C (9.212, 12.685, -27.961)
N (6.109, 14.689, -23.899)
H (8.719, 13.236, -24.426)
H (9.225, 13.482, -34.227)
C (12.024, 10.538, -30.616)
N (2.967, 12.989, -28.194)
H (7.799, 7.081, -28.585)
C (8.194, 16.725, -27.296)
H (10.747, 12.038, -30.299)
O (11.502, 7.385, -27.574)
H (8.543, 12.138, -33.228)
C (11.467, 8.200, -26.697)
C (4.247, 12.825, -28.099)
H (13.087, 9.206, -31.098)
H (10.013, 13.059, -25.948)
C (6.912, 13.843, -24.484)
C (10.071, 9.740, -23.018)
O (8.881, 11.322, -25.853)
N (8.893, 9.014, -28.092)
O (12.531, 10.432, -29.506)
H (10.738, 11.845, -26.752)
N (7.284, 7.873, -28.941)
H (12.249, 9.765, -27.735)
H (9.719, 13.636, -28.125)
H (8.737, 14.906, -26.688)
H (8.648, 8.533, -23.816)
H (6.488, 15.154, -23.087)
N (8.802, 15.895, -26.494)
N (7.894, 16.018, -28.312)
H (8.039, 15.019, -28.280)
H (2.532, 13.757, -28.685)
Mn (6.881, 11.536, -26.800)
O (7.954, 17.923, -27.225)
H (2.502, 12.151, -27.876)
H (9.238, 9.885, -27.713)
N (8.080, 13.878, -23.979)
N (11.078, 7.945, -25.465)
O (7.798, 12.869, -28.131)
H (5.133, 14.668, -24.160)
C (7.653, 8.952, -28.454)
N (7.585, 13.407, -31.462)
H (12.283, 10.061, -32.562)
N (9.052, 9.456, -23.746)
H (10.784, 7.055, -25.089)
N (12.033, 9.388, -26.823)
H (11.246, 8.658, -24.769)
C (9.733, 12.244, -26.615)
O (4.719, 11.883, -27.381)
N (4.908, 13.492, -29.098)
N (10.476, 10.929, -23.382)
H (11.850, 10.031, -26.065)
H (7.425, 14.151, -30.798)
H (5.917, 13.541, -29.102)
H (8.840, 10.172, -24.426)
O (8.165, 15.105, -32.772)
O (6.932, 9.881, -28.200)
H (9.959, 11.246, -24.190)
N (11.019, 11.307, -30.940)
H (9.594, 8.322, -28.316)
C (8.150, 13.882, -32.584)
N (8.692, 13.111, -33.454)
H (11.072, 11.511, -22.810)
N (12.483, 9.844, -31.596)
O (10.482, 9.147, -22.051)
H (9.372, 16.200, -25.719)
H (8.259, 14.571, -23.267)
H (7.177, 16.305, -28.963)
H (4.377, 14.090, -29.714)
O (6.473, 13.219, -25.494)
H (10.715, 11.091, -31.879)
H (7.917, 12.555, -31.034)

Values from the calculation:
spin multiplicity = 6
gap between HOMO and LUMO (spin up / spin down) = 8.51 / 8.68 eV
ΔE to the lowest compared entry with this formula, charge and spin = 69.2 kcal per mole
LUMO energy (spin up / spin down) = 0.019 / 0.001 eV
E_HOMO (spin up / spin down) = -0.3121 / -0.3189 Eh

Formula: C10H36N2O7
Source: the OMol25 dataset
Level of theory: wB97M-V/def2-TZVPD

Positions of all 55 atoms, in Å:
H (-2.350, 1.085, 0.448)
H (-0.667, 4.599, 1.250)
H (-2.565, -1.266, -3.263)
H (-4.729, 2.654, 1.594)
H (1.238, 0.586, -2.194)
H (-3.885, 4.178, 1.208)
H (0.541, -1.198, -1.099)
H (-1.282, 0.614, -0.547)
C (3.036, -0.006, -0.311)
H (4.759, 0.568, 1.767)
H (3.104, 0.462, 2.413)
O (-1.647, 1.417, -0.129)
H (-1.146, 3.784, 2.777)
H (-0.922, -1.685, -3.694)
C (-4.046, 3.422, 1.971)
H (-1.770, -3.817, -2.313)
C (-1.081, -3.309, -1.625)
C (-0.333, 3.954, 2.065)
O (-1.152, -3.836, -0.319)
C (-1.389, -1.822, -1.539)
O (-4.490, 4.103, 3.143)
O (0.738, 3.381, -1.775)
H (0.466, 4.458, 2.610)
H (2.936, 0.763, -2.746)
C (3.944, -0.111, 2.013)
H (4.250, -0.820, 2.781)
H (2.607, -1.518, 1.159)
N (4.532, -1.852, 0.393)
C (-0.573, -5.112, -0.191)
H (-1.273, -0.140, -2.943)
H (-0.617, -5.386, 0.862)
H (-0.361, -1.612, 0.162)
H (-2.846, -0.709, 1.969)
H (-3.118, 2.892, 2.197)
H (-2.353, -1.697, -1.038)
H (4.204, -2.372, -0.417)
N (-0.400, -1.104, -0.719)
H (2.221, 0.659, 0.022)
H (0.482, -5.099, -0.493)
H (3.875, 0.642, -0.598)
H (0.180, 2.722, -1.346)
O (2.569, -0.778, -1.404)
H (-0.067, -3.431, -2.035)
H (-0.564, 2.349, 1.044)
C (3.461, -0.933, 0.815)
H (1.558, 3.361, -1.273)
H (5.292, -1.286, 0.021)
H (-4.320, -0.360, 1.762)
C (-1.529, -1.200, -2.924)
H (1.936, -0.583, -3.337)
H (-4.238, 3.578, 3.906)
O (-3.428, -0.055, 1.571)
O (0.155, 2.697, 1.601)
H (-1.092, -5.880, -0.774)
C (2.150, 0.052, -2.479)

Values from the calculation:
spin multiplicity = 1
gap between HOMO and LUMO = 9.66 eV
SMILES = COC[C@H](C)N.COC[C@H](C)N.CO.CO.O.O.O
ΔE to the lowest compared entry with this formula, charge and spin = 7.1 kcal per mole
LUMO energy = 0.173 eV
E_HOMO = -0.3488 Eh

Formula: C10H36O13
Source: the OMol25 dataset
Level of theory: wB97M-V/def2-TZVPD

Positions of all 59 atoms, in Å:
H (1.291, 0.551, -1.362)
O (1.912, 3.551, -2.705)
H (4.132, 2.883, 0.679)
H (-2.854, 3.494, -0.001)
C (-1.844, 3.185, -1.803)
O (-1.377, -4.718, 3.337)
H (1.143, 3.239, -2.253)
H (2.433, 3.009, -0.329)
H (-2.607, 1.853, -0.251)
O (-2.643, -1.123, -0.759)
O (1.279, -4.407, 0.847)
H (-0.712, 2.541, 1.551)
C (-2.840, 2.726, -0.789)
H (2.402, 4.998, -1.448)
H (-1.249, -1.475, 0.602)
H (-4.215, 1.681, -1.274)
H (-2.055, -0.439, -1.139)
H (-0.388, 3.017, -0.428)
H (-1.045, -5.454, 1.430)
O (-0.539, 0.406, -2.140)
C (3.268, 3.031, -0.985)
O (3.718, -0.335, -0.353)
H (4.519, -0.277, -0.820)
H (0.260, 1.356, 1.380)
H (-2.022, 4.191, -2.129)
H (1.536, -3.635, 0.344)
H (-0.367, 1.343, -2.278)
O (-3.202, -2.015, 2.713)
H (3.768, 4.435, -2.465)
C (-3.086, -2.393, 1.331)
C (0.487, -4.020, 2.017)
H (-4.107, -2.595, 1.018)
H (-0.311, -2.144, -1.453)
H (1.178, -0.635, 0.970)
C (0.399, -0.059, -1.320)
H (0.027, 0.119, -0.287)
H (0.093, -5.951, 2.673)
H (3.890, 0.194, 0.413)
O (0.907, -0.321, 1.869)
H (-0.011, -3.035, 1.737)
O (1.556, -1.969, -0.420)
O (4.363, 3.253, -0.167)
H (-2.489, -3.303, 1.133)
C (2.848, 4.148, -1.887)
H (1.030, -1.735, -2.465)
C (0.620, -1.532, -1.465)
H (-1.929, 2.636, -2.731)
O (-0.501, 3.146, -1.385)
H (2.340, -1.344, -0.397)
H (-4.102, -2.239, 2.988)
C (-2.318, -1.258, 0.596)
H (-1.811, -3.925, 3.142)
C (-0.461, -5.123, 2.314)
H (-2.447, -0.292, 1.116)
O (-4.117, 2.629, -1.379)
O (0.099, 2.224, 1.103)
H (1.683, -0.413, 2.466)
H (1.069, -3.777, 2.872)
H (3.400, 2.110, -1.562)

Values from the calculation:
spin multiplicity = 1
gap between HOMO and LUMO = 9.44 eV
SMILES = OCCO.OCCO.OCCO.OCCO.OCCO.O.O.O
ΔE to the lowest compared entry with this formula, charge and spin = 42.9 kcal per mole
LUMO energy = -0.360 eV
E_HOMO = -0.3600 Eh

Formula: C10H37Ca3O27PS4
Source: the OMol25 dataset
Level of theory: wB97M-V/def2-TZVPD

Positions of all 82 atoms, in Å:
C (-1.674, -0.618, 3.799)
S (0.437, -1.071, 0.324)
C (-3.681, -2.771, -0.222)
O (-2.720, 1.155, -1.597)
O (0.784, -1.920, -2.772)
H (-0.260, -4.211, 1.613)
O (0.301, -4.136, -1.926)
O (3.488, -3.526, -4.286)
O (-0.394, 1.753, -5.305)
O (3.107, -1.393, -3.540)
O (-2.131, 2.437, 0.584)
C (-5.111, 1.234, 0.825)
H (2.573, 3.990, -0.706)
O (-0.527, -0.647, -0.701)
S (-0.263, 0.517, -4.584)
O (-1.597, -0.105, -4.619)
O (0.156, -2.373, 0.845)
H (1.835, 2.978, 3.786)
S (0.028, -3.157, -2.961)
H (-1.357, 3.870, 1.861)
O (1.909, 2.099, -1.010)
O (5.207, -2.405, -3.047)
H (5.261, 1.141, 0.201)
O (-2.595, 0.437, 3.712)
S (3.807, -2.647, -3.166)
H (-5.772, 1.457, 1.662)
O (2.182, -1.222, 3.104)
H (-1.969, -1.272, 4.619)
O (1.639, 2.318, 1.807)
O (1.695, -1.198, -0.383)
H (1.163, 1.486, 1.858)
Ca (1.766, -3.559, -0.338)
O (-4.609, 2.300, -0.027)
H (0.781, 3.850, -1.024)
H (-5.688, 0.468, 0.306)
O (-0.013, 0.641, -3.139)
H (-0.662, -0.293, 4.042)
H (3.636, 0.145, 3.202)
O (-2.974, -1.506, -0.295)
C (-2.306, 3.490, 1.482)
Ca (1.901, -0.053, -2.235)
H (-2.122, -1.591, 0.139)
H (0.998, -6.495, 2.648)
C (-2.436, 3.890, -2.813)
H (-4.301, -2.808, 0.674)
H (-2.164, 1.056, 3.119)
H (-0.611, -5.861, 2.866)
H (1.690, 1.924, -0.091)
H (1.927, 3.582, -2.327)
C (4.883, 1.319, -0.806)
O (0.311, -3.550, -4.320)
H (-1.638, -1.154, 2.850)
O (-2.997, 3.783, -1.545)
O (0.633, -0.438, -5.228)
C (2.983, -0.430, 3.859)
C (1.780, 3.479, -1.252)
O (0.375, -4.905, 1.417)
H (-4.453, -2.706, -0.989)
O (4.058, 0.277, -0.996)
Ca (-1.839, -0.724, -2.466)
H (-4.250, 0.742, 1.277)
H (1.038, 4.130, 2.735)
H (-2.962, 3.436, 2.351)
H (3.552, -1.227, 4.338)
C (1.192, 3.065, 2.911)
H (-1.618, 4.590, -2.986)
H (-3.259, 4.057, -3.507)
H (0.233, 2.740, 3.315)
O (0.540, -0.035, 1.298)
O (3.238, -3.086, -1.873)
C (0.419, -5.572, 2.657)
H (-3.137, -3.704, -0.371)
H (4.470, 2.328, -0.775)
H (2.657, 0.140, 4.730)
H (-2.682, 4.378, 0.973)
H (4.618, -0.500, -1.068)
P (-3.108, 2.315, -0.737)
O (-1.340, -2.833, -2.862)
H (-2.083, 2.940, -3.213)
H (0.724, -4.881, 3.444)
H (1.673, -0.745, 2.445)
H (5.655, 1.387, -1.572)

Values from the calculation:
spin multiplicity = 1
gap between HOMO and LUMO = 4.65 eV
charge = -2
LUMO energy = 3.363 eV
E_HOMO = -0.0473 Eh

Formula: C10H38F2HgNO13S2
Source: the OMol25 dataset
Level of theory: wB97M-V/def2-TZVPD

Positions of all 67 atoms, in Å:
C (-0.701, -8.986, 9.651)
O (4.428, -3.696, 12.122)
C (2.258, -6.757, 5.146)
H (3.242, 0.412, 6.201)
H (8.120, -1.904, 5.887)
N (3.118, -3.087, 9.137)
C (-1.706, -5.144, 10.644)
H (-0.245, -10.781, 10.430)
C (-1.663, -5.745, 7.076)
H (0.623, -2.051, 3.840)
H (-0.775, -5.715, 10.772)
H (3.284, -6.376, 5.096)
H (1.425, -9.090, 9.134)
H (-1.060, -9.352, 8.684)
H (0.595, 0.974, 4.338)
H (2.118, -7.392, 4.273)
H (5.476, -4.271, 3.995)
O (2.133, -7.582, 6.298)
C (-1.681, -1.108, 8.938)
C (5.820, -3.234, 4.024)
H (-1.345, -4.298, 10.052)
H (-0.776, -5.145, 7.285)
H (6.316, -2.927, 3.107)
H (-2.498, -0.390, 8.978)
H (4.820, -3.555, 13.003)
H (2.529, -1.295, 2.695)
C (0.844, -1.000, 3.639)
C (0.703, -8.377, 9.524)
S (2.104, -4.271, 8.941)
H (6.447, -3.620, 6.085)
H (1.515, -5.955, 5.165)
H (-1.366, -6.407, 6.266)
H (4.844, -4.509, 11.777)
H (3.064, 0.495, 4.679)
H (-0.769, 0.047, 4.785)
H (-2.927, -4.246, 7.218)
C (0.309, -0.026, 4.677)
H (2.471, -7.138, 7.079)
H (0.837, -0.181, 5.614)
O (-2.717, -4.923, 6.569)
H (0.265, -1.136, 8.594)
F (2.018, -4.509, 10.535)
H (-2.489, -5.330, 12.438)
O (-2.073, -4.640, 11.914)
H (-1.967, -1.931, 8.271)
O (3.426, 0.979, 5.447)
O (2.514, -1.392, 7.202)
O (-0.720, -9.980, 10.663)
H (7.603, -3.883, 4.831)
H (1.074, -7.999, 10.476)
H (-2.503, -5.661, 10.110)
H (-1.462, -8.276, 9.977)
H (0.549, -7.549, 8.823)
H (-1.643, -1.518, 9.956)
C (6.832, -3.170, 5.160)
O (3.200, -3.602, 6.430)
O (0.759, -3.833, 8.662)
S (3.167, -2.644, 7.481)
O (-0.476, -0.538, 8.500)
Hg (4.031, -1.917, 10.688)
H (0.311, -0.773, 2.708)
H (4.894, -2.668, 4.154)
O (2.536, -5.559, 8.509)
F (4.692, -2.206, 7.520)
O (2.230, -0.717, 3.403)
H (-2.044, -6.280, 7.944)
O (7.367, -1.872, 5.290)

Values from the calculation:
spin multiplicity = 1
gap between HOMO and LUMO = 2.14 eV
ΔE to the lowest compared entry with this formula, charge and spin = 80.3 kcal per mole
charge = +1
LUMO energy = -9.780 eV
E_HOMO = -0.4382 Eh

Formula: C10H3Br3Cl28N
Source: the OMol25 dataset
Level of theory: wB97M-V/def2-TZVPD

Positions of all 45 atoms, in Å:
Cl (5.336, 1.869, -3.478)
Cl (-1.790, 2.598, 0.730)
Cl (0.619, 5.139, -3.437)
Cl (-1.025, -0.751, 12.923)
C (-1.442, -0.667, 11.206)
Cl (7.139, -2.505, -8.359)
C (-1.495, 1.515, 2.094)
Cl (-5.242, 0.658, 6.331)
Cl (-4.862, -2.186, 6.675)
C (5.791, -1.351, -8.275)
C (1.704, -0.884, -3.835)
Cl (-2.293, 2.155, 3.539)
Br (2.954, 0.716, -6.348)
C (-4.054, -0.656, 6.306)
C (1.011, -1.112, -5.172)
Cl (6.311, 0.096, -7.402)
H (0.906, -0.655, -3.108)
Cl (-2.804, -0.343, 7.518)
H (2.334, 0.012, -3.870)
Cl (0.075, 2.521, -4.537)
Cl (0.244, 1.394, 2.385)
Cl (-8.116, -3.978, 8.170)
Cl (-3.123, -1.165, 10.980)
Cl (-8.270, -4.717, 5.383)
Br (-0.463, 0.784, -7.562)
Cl (0.087, 2.907, -1.668)
N (0.745, -0.709, -7.474)
Cl (-1.238, 0.993, 10.629)
Cl (6.285, 3.059, -5.908)
Cl (8.087, 1.498, -4.268)
C (1.393, -0.517, -6.295)
Cl (4.432, -2.097, -7.433)
C (-8.845, -3.579, 6.607)
Br (-0.494, -2.324, -5.218)
Cl (5.301, -0.901, -9.914)
Cl (-10.606, -3.687, 6.734)
C (0.833, 3.392, -3.205)
H (2.321, -1.735, -3.518)
Cl (-2.142, -0.092, 1.718)
Cl (-0.381, -1.743, 10.287)
Cl (2.560, 3.011, -3.168)
C (6.726, 2.630, -4.252)
Cl (7.186, 4.093, -3.364)
Cl (-8.384, -1.937, 6.147)
Cl (-3.314, -0.747, 4.705)

Values from the calculation:
spin multiplicity = 1
gap between HOMO and LUMO = 4.68 eV
ΔE to the lowest compared entry with this formula, charge and spin = 9.4 kcal per mole
charge = -1
LUMO energy = 0.987 eV
E_HOMO = -0.1358 Eh